Formula: C21H39NO6
Source: OMol25
Level of theory: wB97M-V/def2-TZVPD

* HOMO energy (alpha / beta): -4.246 / -4.246 eV
* 2S+1: 2
* net charge: -1
* gap between HOMO and LUMO (alpha / beta): 6.48 / 6.33 eV
* E_LUMO (alpha / beta): 2.2 / 2.1 eV

Geometry (Å):
O  -0.20562  -0.42698  -1.03631
O  1.47913  4.41878  -1.09544
O  -0.57838  3.53859  -1.27343
O  7.03739  -1.71938  1.51659
O  5.94095  -0.91559  -0.27514
O  -4.60432  1.17543  0.22884
N  -3.84824  0.31354  0.79374
C  -1.41419  0.87741  0.64970
C  6.83921  -0.88975  0.60477
C  -1.48704  1.36051  -1.80294
C  3.18246  -2.25386  0.66279
C  -3.68293  -0.95356  0.02815
C  -1.44012  0.23214  -0.76472
C  -5.03279  -1.29085  -0.60086
C  -2.68379  0.85164  1.55142
C  0.76302  -2.71742  -2.31492
C  0.08290  4.46194  0.84095
C  0.42927  4.15286  -0.59061
C  2.62863  -1.95124  -0.72938
C  1.16910  -2.42430  -0.87076
C  -0.24983  2.24752  -1.85516
C  -2.63039  -0.71307  -1.06858
C  0.15484  -1.50688  -0.19001
C  7.79482  0.32240  0.53312
C  -3.29152  -2.13951  0.91453
C  -3.01051  2.28923  1.95157
C  2.85997  -0.48091  -1.06905
C  -2.48753  0.04773  2.86199
H  -3.10010  -2.99014  0.25884
H  0.42041  3.63050  1.46354
H  0.05562  2.41198  -2.88782
H  -0.57671  0.47679  1.21809
H  0.60901  5.36170  1.15091
H  3.90146  -0.24021  -0.85137
H  -1.17505  1.92834  0.49080
H  -4.11374  -2.41292  1.57861
H  3.21548  -2.53549  -1.44669
H  -3.95689  2.33726  2.49057
H  7.21942  1.24633  0.62252
H  -2.21517  2.63471  2.61545
H  0.60002  1.81580  -1.32602
H  -0.98967  4.58711  0.97480
H  8.29071  0.33866  -0.43977
H  -1.63292  0.90773  -2.78579
H  -1.53731  -0.48531  2.88519
H  3.01279  -3.30015  0.93399
H  2.66926  -0.25974  -2.12359
H  -2.35522  1.98961  -1.58937
H  0.66929  -1.79794  -2.89138
H  -2.22133  -1.67969  -1.36656
H  2.21134  0.17583  -0.47950
H  4.25756  -2.05889  0.67511
H  -3.27991  -0.68464  2.99936
H  1.51911  -3.34763  -2.78614
H  -3.04783  2.94946  1.08759
H  8.54450  0.28202  1.32344
H  0.58552  -1.13792  0.74848
H  -3.15262  -0.32333  -1.94321
H  -0.73749  -2.08779  0.06949
H  -2.53734  0.71797  3.71930
H  -5.26646  -0.63182  -1.43219
H  -5.01872  -2.32567  -0.94664
H  1.10070  -3.37071  -0.31992
H  -0.19112  -3.25254  -2.35323
H  -5.82493  -1.18606  0.14126
H  2.72478  -1.60773  1.42115
H  -2.39091  -1.98194  1.49989